# 1
A cluster of 5 separate species, C20H50BFO21P4 in total in a non-equilibrium geometry. Source: the OMol25 dataset; level of theory: wB97M-V/def2-TZVPD.

CARTESIAN COORDINATES (ANGSTROEM)
C  -1.11265  -0.68218  -3.04133
H  0.75712  -1.93172  5.68701
C  8.92748  -4.81692  2.85777
H  7.86956  -5.08040  2.89296
O  8.83242  -2.38309  -0.00466
H  1.63336  2.16577  -4.88155
H  -0.12969  -3.29624  4.97048
C  0.69802  -4.82426  2.16186
H  -6.28550  6.07427  4.17447
H  -0.12846  2.23421  -1.71067
H  1.51453  -3.53865  5.59667
O  -0.56993  -1.25523  2.80940
O  -5.11380  3.36754  2.85440
H  -6.87600  5.69928  5.81085
C  -7.06379  2.66981  -1.27404
P  -5.09034  3.21230  4.30575
B  0.58885  3.17976  -3.24245
O  -0.06022  3.12969  -2.04628
H  -7.33648  2.53794  6.47946
C  7.56422  -5.13800  -0.39247
H  0.37611  -5.41366  1.30679
H  -6.91947  1.39582  -4.74069
C  -6.42845  2.00230  6.20380
H  2.61899  4.47013  -4.89071
O  -5.18973  0.41837  -1.16814
H  5.22657  -0.07049  -4.56496
O  -3.73534  2.74114  4.95284
H  8.57094  -4.90554  -0.73736
H  -2.01787  -0.91021  -2.47568
O  7.04375  -4.11060  0.45841
C  0.85319  -2.83845  5.09314
O  1.55807  -1.95906  1.50656
H  2.85679  4.10277  -3.17794
H  0.05101  -1.87041  0.04323
H  1.14465  -0.47596  0.12037
H  -7.30917  4.64743  4.44660
H  -8.25169  0.29519  -4.33269
H  -0.58754  1.75160  -5.40633
H  -2.65533  1.01592  5.20287
O  -5.34105  4.51906  5.16117
C  1.00075  1.86059  -4.04708
H  -7.79691  3.37701  -1.65401
H  -5.59538  2.36917  6.80200
H  9.51998  -5.72264  2.75416
O  2.73480  -0.17137  -4.83121
C  2.26615  4.68751  -3.88260
H  -2.18066  0.45383  -4.40159
H  -7.55654  1.72510  -1.04795
H  4.03967  0.76867  -1.98844
H  -0.92600  -1.52192  -3.70907
O  7.34646  -2.23458  2.11724
C  5.21446  -0.23924  -3.48069
H  -6.56563  0.94030  6.39270
H  -2.29723  1.90265  3.71166
O  -6.18809  2.16745  4.80149
C  -4.13098  0.99597  -0.37882
P  0.47565  -2.25555  2.61003
H  8.39826  -0.39523  -0.39399
P  8.04548  -3.08790  1.16259
C  -0.15722  1.08407  -4.65625
O  -0.15158  -3.67212  2.24130
C  3.92025  -0.00199  -2.74209
C  -7.17076  0.40043  -4.37490
H  0.22220  0.22335  -5.20584
H  -6.60877  3.06765  -0.36804
O  1.84707  1.08026  -3.13903
H  0.58779  -5.41619  3.06992
H  -3.96727  2.04220  -0.63908
C  -6.52616  5.27582  4.87285
H  -6.75449  -0.34636  -5.04732
O  6.24171  -0.61059  -2.89369
C  -1.31410  0.62335  -3.76319
C  8.12115  -1.37870  -0.76778
O  -6.66487  0.17966  -3.04813
H  6.90293  -5.22335  -1.25163
H  1.71782  -2.02424  -0.53775
H  -3.79056  0.95335  3.84122
C  -3.08550  1.58280  4.38316
H  7.57607  -6.08387  0.14896
H  -3.21032  0.43467  -0.52884
C  1.07869  -1.55636  0.20546
O  0.86829  4.42758  -3.76493
H  9.19901  -4.30196  3.77677
F  -0.06779  -0.61195  -2.10458
H  8.42051  -1.48069  -1.80373
P  -5.44902  1.07441  -2.57880
C  2.78442  0.29450  -3.68885
O  9.22571  -3.97849  1.73254
O  -4.30474  1.15684  -3.48616
H  -1.63845  1.37012  -3.04250
H  7.04722  -1.50863  -0.68924
H  3.67173  -0.94883  -2.25793
H  -4.42624  0.93840  0.66468
H  1.74362  -4.54683  2.03445
H  2.42538  5.74129  -3.68198
O  -6.05089  2.51199  -2.28183
O  1.44982  -2.52067  3.82744

Properties
HOMO energy = -10.1 eV
lowest unoccupied orbital energy = 0.51 eV
orbital gap = 10.57 eV
energy = -105108.922 eV
SMILES = COB(O)[C@H](CCCF)OC(=O)CC=O.COP(=O)(OC)OC.COP(=O)(OC)OC.COP(=O)(OC)OC.COP(=O)(OC)OC

So, what does the Mulliken scheme give us? The charges, in e, come out as:
1 C -0.70
2 H 0.27
3 C -0.68
4 H 0.32
5 O -0.33
6 H 0.39
7 H 0.35
8 C -0.70
9 H 0.27
10 H 0.26
11 H 0.24
12 O -0.64
13 O -0.62
14 H 0.25
15 C -0.67
16 P 1.03
17 B 0.83
18 O -0.51
19 H 0.26
20 C -0.73
21 H 0.26
22 H 0.34
23 C -0.69
24 H 0.29
25 O -0.32
26 H 0.38
27 O -0.31
28 H 0.34
29 H 0.29
30 O -0.18
31 C -0.73
32 O -0.24
33 H 0.27
34 H 0.40
35 H 0.28
36 H 0.34
37 H 0.26
38 H 0.50
39 H 0.25
40 O -0.33
41 C 0.01
42 H 0.28
43 H 0.34
44 H 0.24
45 O -0.62
46 C -0.72
47 H 0.36
48 H 0.34
49 H 0.38
50 H 0.31
51 O -0.69
52 C -0.28
53 H 0.26
54 H 0.27
55 O -0.27
56 C -0.61
57 P 0.90
58 H 0.27
59 P 1.00
60 C -1.12
61 O -0.27
62 C -0.02
63 C -0.71
64 H 0.34
65 H 0.24
66 O -0.30
67 H 0.26
68 H 0.38
69 C -0.71
70 H 0.26
71 O -0.44
72 C -0.37
73 C -0.65
74 O -0.32
75 H 0.26
76 H 0.24
77 H 0.30
78 C -0.64
79 H 0.27
80 H 0.13
81 C -0.73
82 O -0.54
83 H 0.27
84 F -0.08
85 H 0.28
86 P 0.90
87 C 0.51
88 O -0.31
89 O -0.49
90 H 0.28
91 H 0.33
92 H 0.05
93 H 0.24
94 H 0.34
95 H 0.26
96 O -0.28
97 O -0.25

=====

# 2
A structure of composition C20H50Cl7N2NaO10 in a non-equilibrium geometry. Source: the OMol25 dataset; level of theory: wB97M-V/def2-TZVPD.

CARTESIAN COORDINATES (ANGSTROEM)
H  -2.87392  9.27940  -3.25090
H  1.14339  7.13817  -3.45361
C  -0.33820  8.49950  -2.60843
H  3.75139  -4.50609  2.77200
H  -5.93929  -2.35136  0.24084
H  0.08871  -6.41503  2.21951
H  -2.85859  7.68432  -2.33306
H  -3.88164  -1.54034  4.45719
O  -0.79274  -2.81232  -0.14714
Cl  -0.58838  -1.55426  0.56566
H  4.51080  -2.41660  2.50922
H  0.59590  3.86896  -1.45507
C  1.00083  -2.80860  -2.45682
C  0.85315  7.57357  -2.48932
Cl  -1.84788  1.00719  -3.16234
C  -3.29070  -0.95567  3.75568
H  -0.90725  8.75456  -1.71683
Cl  -2.04597  -4.22163  4.59511
H  1.59971  5.87191  -1.64268
H  -0.41552  2.88228  1.74561
N  0.79103  6.46081  -1.50739
H  0.11386  9.38513  -3.06844
O  -1.88565  -0.86983  0.58534
O  -1.25862  7.98726  -3.58829
Cl  3.61107  -3.57222  -2.27173
H  -0.51617  2.02481  0.24783
O  -0.02837  -1.76955  1.87156
H  0.06097  -5.77555  0.61715
H  -3.71375  -4.56695  2.10467
C  -0.40237  4.25850  -1.22466
H  -1.16895  3.72081  -1.79336
H  0.95704  2.96053  0.69644
C  -0.47962  5.72712  -1.62565
C  -5.35307  -3.25986  0.41901
H  -3.17081  0.05762  4.15137
C  1.88641  -4.04113  -2.39108
H  -3.25176  -0.75156  1.81655
C  3.53611  -1.83658  0.80376
H  1.74031  8.16456  -2.23696
O  -4.15923  -3.37111  -0.31856
H  2.58010  2.19631  2.60570
H  -6.01945  -4.04604  0.03425
Cl  2.23001  1.86826  -2.29241
C  -1.67568  -4.33416  2.84927
H  3.39423  2.18243  0.94745
H  -0.03085  -3.11733  -2.30291
H  4.31683  1.87435  2.34783
H  2.51248  -1.77967  0.42465
C  0.70083  -6.34537  1.30208
O  -3.92426  -0.96613  2.47854
O  2.98045  0.37119  1.74270
H  4.23597  -2.18785  0.04174
C  -2.60606  8.21744  -3.25462
H  -3.56085  -2.68347  0.00750
H  -2.42300  -5.12044  1.04678
H  1.82848  -4.68218  -3.26791
C  -2.76425  -5.09323  2.08139
C  -0.28677  1.02228  -2.36917
Cl  -3.06686  -6.72020  2.72406
H  3.93523  -4.27300  1.05241
C  -0.13827  2.95212  0.68895
H  0.36827  2.70479  -3.43854
H  0.78152  -7.39562  1.02515
H  -5.26639  -3.48374  1.48721
O  -0.69157  4.12392  0.15645
C  0.74103  1.70382  -3.23909
H  -1.66944  -3.30393  2.50953
C  1.93403  -4.36916  1.58126
H  -2.31138  -1.42647  3.63072
H  -1.23845  6.16678  -0.97144
H  1.28820  -2.07732  -1.70587
Cl  1.19702  -1.99232  -4.01878
H  -0.72343  -4.83296  2.71960
H  -0.33987  1.57716  -1.43050
H  3.72653  0.06999  -0.08448
H  1.19544  -4.04543  2.32131
H  1.65231  -3.97616  0.59848
H  -3.23084  7.79618  -4.04636
O  1.96059  -5.77788  1.48490
O  0.31047  -0.70077  -0.18697
C  3.34583  -3.95676  1.92288
H  -0.04439  0.00326  -2.07322
H  4.90136  -0.15237  1.30473
C  3.30354  1.73688  1.94420
N  3.58851  -2.50072  2.09433
C  3.90104  -0.35611  0.90843
Na  2.23140  -1.03637  3.48305
H  1.63315  -4.68523  -1.54893
H  1.01797  1.10592  -4.10132
H  -0.85297  5.83451  -2.64718

Properties
HOMO energy = -8.5 eV
lowest unoccupied orbital energy = -1.43 eV
orbital gap = 7.08 eV
energy = -137070.154 eV

So, what does the Mulliken scheme give us? The charges, in e, come out as:
1 H 0.32
2 H 0.35
3 C -0.55
4 H 0.43
5 H 0.28
6 H 0.40
7 H 0.30
8 H 0.25
9 O -0.65
10 Cl 1.58
11 H 0.32
12 H -0.07
13 C 0.60
14 C -0.70
15 Cl -0.25
16 C -0.28
17 H 0.42
18 Cl -0.22
19 H 0.25
20 H 0.38
21 N -0.43
22 H 0.34
23 O -0.89
24 O -0.35
25 Cl -0.20
26 H 0.23
27 O -0.56
28 H 0.24
29 H -0.07
30 C 0.25
31 H 0.22
32 H 0.34
33 C -0.56
34 C -0.62
35 H 0.27
36 C -0.17
37 H 0.45
38 C 0.05
39 H 0.42
40 O -0.48
41 H 0.32
42 H 0.26
43 Cl -0.21
44 C 1.56
45 H 0.21
46 H 0.23
47 H 0.34
48 H -0.14
49 C -0.71
50 O -0.51
51 O -0.13
52 H 0.29
53 C -0.70
54 H 0.31
55 H 0.27
56 H 0.45
57 C 0.02
58 C 2.09
59 Cl -0.20
60 H 0.31
61 C -0.74
62 H 0.29
63 H 0.34
64 H 0.22
65 O -0.51
66 C -0.48
67 H -0.77
68 C 1.13
69 H -0.10
70 H 0.12
71 H -0.51
72 Cl -0.21
73 H -0.72
74 H -1.13
75 H 0.29
76 H -0.06
77 H -0.48
78 H 0.23
79 O -0.48
80 O -0.53
81 C -1.03
82 H -0.72
83 H 0.52
84 C -0.88
85 N -0.26
86 C -0.96
87 Na 0.92
88 H -0.04
89 H 0.42
90 H 0.44

=====

# 3
A cluster of 5 separate species, C20H50ClIO17PS5Si in total in a non-equilibrium geometry. Source: the OMol25 dataset; level of theory: wB97M-V/def2-TZVPD.

CARTESIAN COORDINATES (ANGSTROEM)
H  -0.92379  -4.13150  -2.99716
H  3.21705  2.91780  -1.88670
H  3.39640  -0.67555  -1.72299
O  -3.24668  -0.38387  8.13845
C  -1.10903  -1.51874  0.44058
H  -3.93779  3.71148  -8.79446
H  3.24073  -0.75807  0.02409
O  -2.11379  1.74200  -6.72717
H  4.36139  -4.05372  0.40329
O  -0.48952  3.56988  -6.40844
H  4.47981  3.22373  2.02765
O  0.84398  4.29334  -1.64642
H  -0.80231  0.57646  -4.60080
C  -3.64638  -3.91720  -0.45857
H  0.77814  -1.07476  -0.84506
S  -1.26943  2.60955  -5.68730
H  1.05633  -2.23985  0.94936
C  -0.53537  4.47152  -2.02668
O  6.07858  2.03767  2.64433
H  -0.92013  5.96179  -0.51448
O  -2.13068  3.00989  -4.61753
H  2.57867  -4.60909  -2.88321
S  1.18600  3.04958  -0.70863
H  -6.87566  -0.24318  5.52514
H  -0.53262  5.16654  -2.86494
C  2.93896  3.12745  -0.85733
H  -2.52347  4.24363  -7.88262
C  -1.12207  -3.71093  -2.01088
H  7.55711  0.57475  0.83641
Si  2.56501  -2.89921  -0.97595
H  -6.64019  -2.02869  7.28309
H  3.64152  3.64736  4.36763
H  -1.45629  4.34843  -0.07140
O  -0.73820  -2.12257  2.69671
O  0.83284  3.37283  0.63903
H  -3.93133  2.72052  -6.47157
H  -3.95698  -4.95217  -0.54186
H  -2.34535  2.97906  -9.08820
C  5.11329  3.07458  2.90426
O  4.96940  -0.11552  3.09381
H  -6.12921  0.91161  6.61672
H  -2.38034  5.27121  -1.25835
C  -6.00270  -1.14545  7.27905
O  0.71302  1.85802  -1.33663
H  2.13758  -2.96126  -3.44432
C  3.27205  -4.08526  0.33332
O  -3.61997  -3.94132  -3.09828
H  -0.94913  3.53053  -2.38933
H  3.35375  2.37026  -0.19231
H  -3.85799  1.49642  -7.72823
H  2.91719  -3.71731  1.29699
O  -0.30424  -2.62414  -1.93563
C  -2.33410  -1.67757  6.05324
O  -3.67289  0.53444  5.86625
H  4.64959  -1.54819  -0.80643
H  3.27221  4.11765  -0.55463
H  3.64292  1.92315  3.99810
I  -1.50815  0.68672  2.62842
H  -1.17463  -0.55272  -0.03999
H  3.78338  -3.36234  -3.07639
C  3.59066  -1.29821  -0.84994
C  -0.64017  -4.71135  -0.90046
H  0.51290  1.77348  -4.44352
P  0.43505  -2.40435  -0.35418
S  5.53964  0.65955  2.04148
H  5.68882  3.98813  3.04752
H  2.93063  -5.10916  0.20195
C  7.10281  -0.03002  1.61667
C  4.28121  2.79416  4.14028
O  -3.04072  -1.91338  -2.06608
H  -1.47067  -5.28011  -0.49177
C  -3.01307  3.37579  -8.32291
H  -2.65947  -1.96618  5.05703
H  7.72708  -0.05755  2.50609
H  -2.89415  -3.84867  0.32386
H  4.92491  2.59074  4.99689
H  -4.49262  -3.30478  -0.16622
S  -3.52071  -0.57722  6.74523
H  -7.67982  0.18822  7.05031
H  0.30212  0.89056  -5.97949
C  2.74790  -3.54320  -2.75848
S  -2.92910  -3.33320  -1.99425
C  -1.01624  -1.34053  1.91113
H  -2.23485  -2.54443  6.70152
C  -0.20886  1.32327  -5.12317
C  -3.30928  2.31990  -7.27427
O  -4.79681  -1.53248  6.60414
C  -1.37390  5.04841  -0.90235
H  -2.06712  -2.00376  0.25030
Cl  0.40483  -6.06320  -1.55222
O  -0.07097  -4.02584  0.09844
H  -1.39142  -1.13805  5.99129
C  -6.71592  -0.00519  6.57688
H  -5.78537  -0.89687  8.32007
H  6.91919  -1.04019  1.25599
O  4.80693  0.93597  0.84723

Properties
HOMO energy = -4.0 eV
lowest unoccupied orbital energy = 1.91 eV
total charge = -1
orbital gap = 5.92 eV
energy = -148323.245 eV

So, what does the Mulliken scheme give us? The charges, in e, come out as:
1 H 0.49
2 H 0.33
3 H 0.27
4 O -0.67
5 C -0.35
6 H 0.39
7 H 0.10
8 O -0.26
9 H 0.40
10 O -0.65
11 H -0.02
12 O -0.39
13 H 0.31
14 C -1.06
15 H -0.64
16 S 1.23
17 H -0.18
18 C -0.11
19 O -0.32
20 H 0.27
21 O -0.63
22 H 0.30
23 S 1.33
24 H 0.26
25 H 0.29
26 C -0.53
27 H 0.29
28 C -0.41
29 H 0.32
30 Si 0.34
31 H 0.26
32 H 0.40
33 H 0.27
34 O -0.43
35 O -0.67
36 H 0.31
37 H 0.38
38 H 0.26
39 C 0.07
40 O -0.64
41 H 0.30
42 H 0.42
43 C -0.37
44 O -0.57
45 H 0.27
46 C -1.12
47 O -0.77
48 H 0.15
49 H -0.06
50 H 0.28
51 H 0.32
52 O -0.52
53 C -0.92
54 O -0.54
55 H 0.39
56 H 0.38
57 H 0.29
58 I -0.20
59 H 0.29
60 H 0.38
61 C -0.95
62 C 0.05
63 H 0.30
64 P 1.41
65 S 1.21
66 H 0.29
67 H 0.24
68 C -1.05
69 C -1.05
70 O -0.61
71 H 0.27
72 C -0.98
73 H 0.26
74 H 0.37
75 H 0.36
76 H 0.29
77 H 0.34
78 S 1.21
79 H 0.38
80 H 0.43
81 C -1.15
82 S 1.28
83 C 0.17
84 H 0.39
85 C -0.93
86 C -0.34
87 O -0.27
88 C -1.11
89 H 0.17
90 Cl -0.25
91 O -0.54
92 H 0.36
93 C -0.98
94 H 0.33
95 H 0.36
96 O -0.54

=====

- Among the records above, which one has the highest energy?
  C20H50BFO21P4

=====

- Among the records above, which one has the lowest energy?
  C20H50ClIO17PS5Si

=====

- Which value of lowest unoccupied orbital energy does entry 1 give?
  0.51 eV

=====

- Which of these has the highest orbital gap?
  C20H50BFO21P4